[1]
ORCA calculation (ωB97M-V/def2-TZVPD) on 9 unconnected molecules or ions with the total composition C27H72O9.

Summary:
Orbital gap = 9.79 eV
Calculated total energy = -47594.934 eV
Energy relative to the best compared isomer or geometry (same formula, charge and spin) = 0.178 eV
SMILES = CC(C)O.CC(C)O.CC(C)O.CC(C)O.CC(C)O.CC(C)O.CC(C)O.CC(C)O.CC(C)O
E_HOMO = -9.527 eV

Geometry as ORCA input:
```
! wB97M-V def2-TZVPD RIJCOSX def2/J DEFGRID3
* xyz 0 1
O 25.48 17.91 15.93
O 20.67 24.16 12.96
O 25.42 19.38 13.43
O 19.87 13.42 13.25
O 22.21 17.57 21.37
O 24.96 13.39 16.17
O 21.42 17.70 18.68
O 19.07 16.31 18.22
O 20.34 21.36 12.21
C 23.19 18.95 12.55
C 17.49 14.72 19.15
C 20.00 14.30 14.37
C 18.95 15.37 14.22
C 21.41 19.86 17.61
C 23.68 20.66 14.33
C 22.39 25.49 13.92
C 26.70 17.71 17.93
C 24.34 13.63 17.43
C 21.65 17.73 16.28
C 25.38 13.73 18.54
C 23.40 14.82 17.39
C 19.88 13.55 15.68
C 24.15 19.99 13.07
C 23.63 17.61 21.55
C 17.99 21.58 12.63
C 27.88 18.27 15.79
C 19.42 20.00 13.98
C 19.17 20.63 12.63
C 26.62 18.44 16.60
C 21.96 18.44 17.59
C 18.65 15.65 19.43
C 24.23 16.33 21.00
C 21.48 23.52 15.13
C 21.83 24.09 13.77
C 19.86 14.91 19.96
C 24.21 18.83 20.83
H 25.83 19.03 12.63
H 26.09 12.90 18.48
H 23.92 15.75 17.12
H 20.59 17.78 16.03
H 22.08 17.52 20.41
H 18.17 22.39 13.34
H 22.93 18.25 13.34
H 23.98 16.22 19.95
H 23.82 15.46 21.53
H 25.47 18.31 15.04
H 17.86 22.02 11.65
H 20.74 20.93 11.45
H 20.18 14.15 19.24
H 24.42 21.38 14.68
H 25.78 17.80 18.49
H 22.58 25.97 12.97
H 27.53 18.05 18.56
H 17.07 21.08 12.95
H 20.76 24.18 15.62
H 23.34 25.39 14.47
H 26.87 16.64 17.76
H 19.59 14.40 20.88
H 22.61 23.49 13.29
H 23.76 19.75 21.19
H 23.00 14.98 18.40
H 18.60 19.32 14.24
H 28.76 18.47 16.41
H 23.80 17.68 22.63
H 17.19 14.22 20.08
H 20.63 12.83 13.23
H 24.92 13.73 19.52
H 19.06 16.11 15.01
H 21.93 20.49 18.33
H 23.71 12.75 17.61
H 25.27 14.23 15.81
H 20.35 19.44 13.97
H 19.49 20.76 14.76
H 19.88 14.25 16.52
H 22.24 18.15 15.46
H 18.38 16.41 20.17
H 19.01 15.82 13.23
H 17.80 13.94 18.45
H 23.98 18.75 19.76
H 21.52 20.34 16.63
H 21.94 16.68 16.37
H 23.62 18.40 11.71
H 21.00 22.54 15.06
H 24.38 20.74 12.30
H 22.33 23.41 15.81
H 23.62 19.88 15.11
H 21.01 14.74 14.33
H 18.98 19.81 11.93
H 25.30 18.87 20.92
H 27.97 17.24 15.43
H 27.90 18.90 14.90
H 20.35 19.86 17.85
H 20.56 17.35 18.39
H 20.68 12.83 15.85
H 22.28 19.42 12.18
H 17.96 14.93 14.35
H 21.74 26.10 14.55
H 26.47 19.51 16.81
H 22.58 14.67 16.70
H 22.70 21.13 14.25
H 25.32 16.27 21.14
H 23.05 18.47 17.72
H 20.42 23.24 12.77
H 20.67 15.60 20.18
H 18.30 16.66 17.76
H 25.96 14.64 18.41
H 18.94 12.98 15.74
H 16.61 15.25 18.78
*
```

***

[2]
ORCA calculation (ωB97M-V/def2-TZVPD) on a molecular structure, C27H74AsF6N10O12.

Summary:
Orbital gap = 9.02 eV
Calculated total energy = -145816.475 eV
E_HOMO = -6.907 eV

Geometry as ORCA input:
```
! wB97M-V def2-TZVPD RIJCOSX def2/J DEFGRID3
* xyz -1 1
As -1.24 0.46 0.96
F 0.05 1.54 1.54
F -0.11 -0.80 0.91
F -0.88 0.82 -0.67
F -2.41 1.84 1.02
F -2.45 -0.55 0.35
F -1.61 -0.03 2.58
O 0.80 -4.48 -0.46
O -3.02 -4.33 3.86
O 5.65 -7.26 -1.82
O -2.17 3.75 -4.31
O -2.50 5.57 -0.17
O 2.49 1.82 -3.39
O -5.34 3.20 4.60
O 0.83 0.06 5.55
O -6.38 -3.94 0.03
O 0.90 7.20 -8.07
O 0.29 -2.65 -3.92
O 3.62 3.73 2.52
N -1.75 6.86 1.66
N -2.65 3.23 -2.05
N -4.22 -2.79 1.70
N -5.05 2.05 2.52
N -1.72 1.63 -3.62
N -3.28 2.19 4.01
N 3.34 -5.61 -1.17
N 3.12 1.53 4.70
N 1.01 4.52 -5.50
N -1.33 4.62 1.52
C 2.81 -5.61 0.17
C -3.99 -2.23 3.05
C -0.59 -4.37 -0.34
C 1.36 -5.66 0.20
C 4.73 -5.16 -1.25
C 6.53 -8.36 -1.50
C -4.63 2.56 3.79
C -2.25 2.95 -3.41
C 4.21 1.62 3.64
C 1.72 2.97 -3.76
C 2.49 1.69 -1.98
C 4.65 3.06 3.26
C -1.86 5.70 0.89
C 1.76 1.62 4.05
C 0.73 1.37 5.09
C -7.32 -4.95 0.28
C -2.76 -2.95 3.55
C 5.67 -6.26 -0.84
C 0.25 -0.96 4.82
C 1.29 5.09 -6.85
C 1.80 3.25 -5.26
C -6.49 -2.93 1.03
C -1.79 -5.05 3.86
C 1.02 6.60 -6.78
C -5.27 -2.09 0.96
C 2.10 7.36 -8.73
C 3.47 3.28 1.16
H -7.03 -5.80 -0.32
H 0.63 -0.90 3.78
H 4.79 -4.28 -0.57
H 5.10 1.10 4.03
H -0.29 1.54 4.67
H -1.08 -5.05 -1.03
H 2.80 2.62 -1.52
H 4.87 3.72 4.10
H 1.66 0.92 3.24
H -7.44 -2.39 0.81
H 4.49 3.18 0.69
H -2.53 4.19 -1.72
H 0.04 6.88 -6.33
H -0.91 -3.33 -0.54
H 1.78 7.80 -9.68
H -1.94 6.74 2.64
H 0.64 -3.54 -3.92
H 0.64 -2.26 -3.14
H 0.55 -1.94 5.18
H -5.56 -1.13 1.46
H 7.59 -8.08 -1.55
H -0.84 -4.68 0.69
H 5.57 2.94 2.65
H -2.21 -6.03 3.79
H 2.59 6.40 -8.93
H 4.02 1.03 2.75
H 2.36 5.05 -7.10
H 2.86 3.39 -5.57
H 1.60 2.63 3.68
H 3.18 0.66 5.22
H -3.96 -1.12 3.15
H -1.75 1.26 -4.56
H 4.95 -4.86 -2.25
H -2.01 2.68 -1.52
H 3.25 -6.48 0.75
H 1.01 1.99 5.93
H 1.49 1.46 -1.60
H -2.02 -2.92 2.74
H -5.97 1.91 2.17
H 0.04 4.23 -5.56
H 1.39 2.46 -5.85
H 0.89 -6.53 -0.28
H 2.10 3.86 -3.24
H 0.70 2.92 -3.35
H 3.11 0.81 -1.68
H -5.03 -1.78 -0.04
H -4.29 1.71 1.97
H -2.31 -2.50 4.44
H -4.82 -2.63 3.69
H 6.40 -8.68 -0.43
H 1.85 7.08 -6.27
H 2.77 4.02 0.64
H -6.54 -3.41 2.03
H -2.71 2.14 3.18
H -1.06 4.63 2.47
H -7.27 -5.34 1.28
H -8.39 -4.62 0.11
H 0.62 4.70 -7.63
H 3.01 2.29 1.13
H -2.16 7.66 1.23
H 2.74 8.12 -8.28
H -1.95 0.94 -2.95
H -3.34 -2.58 1.24
H 5.41 -6.69 0.13
H -2.80 2.69 4.74
H 6.26 -9.23 -2.08
H 6.68 -5.88 -0.75
H -1.34 3.71 1.06
H -0.82 -0.91 4.88
H -1.22 -4.81 2.98
H 3.19 -4.74 0.76
H 2.71 -5.11 -1.78
H -1.26 -4.87 4.76
H 0.90 -5.70 1.22
*
```